Record 1
ORCA calculation (ωB97M-V with the def2-TZVPD basis set) on a structure of composition C3H2FO2Zn in a non-equilibrium geometry.

Properties
**LUMO (spin up / spin down)**: -0.5037 / -0.5034 Eh
**Spin multiplicity**: 2
**Charge**: +2
**HOMO-LUMO gap (spin up / spin down)**: 3.83 / 4.41 eV
**E_HOMO (spin up / spin down)**: -17.533 / -18.112 eV
**Expectation value of S²**: 0.756

Element x y z (Å)
H1 -1.110 1.805 2.101
F1 1.772 -0.727 -0.903
O1 -0.283 -1.144 -1.475
O2 -0.809 2.095 1.218
C1 0.484 -0.660 -0.643
C2 0.102 -0.080 0.611
C3 -0.168 1.245 0.533
H2 0.346 -0.593 1.544
Zn1 -0.333 -1.939 -2.986

Atoms 1-2, force components in eV/Å:
-0.175 0.014 0.136
-1.158 -0.429 -0.290

These are the natural (NBO) partial charges, in e, on atoms 1 to 5: 0.54 -0.23 -0.87 -0.58 1.03

Record 2
ORCA calculation (ωB97M-V with the def2-TZVPD basis set) on an isolated molecule of C3H2FOP in a non-equilibrium geometry.

Properties
**LUMO**: -0.0276 Eh
**SMILES**: O=C=CC#[PH]F
**HOMO-LUMO gap**: 6.97 eV
**E_HOMO**: -7.718 eV

Element x y z (Å)
O1 -0.479 1.263 3.791
C1 -0.459 0.649 2.816
C2 -0.208 0.123 1.500
C3 -0.749 -0.720 0.574
P1 -0.002 -1.544 -1.308
F1 -1.301 -2.491 -1.191
H1 0.886 0.670 1.395
H2 -0.659 -0.697 -2.190

Atoms 1-2, force components in eV/Å:
0.060 -1.241 -1.599
-0.355 -0.189 -1.263

These are the natural (NBO) partial charges, in e, on atoms 1 to 5: -0.38 0.86 -0.69 -0.23 0.87

Record 3
ORCA calculation (ωB97M-V with the def2-TZVPD basis set) on a structure of composition C3H2GdLiO3 in a non-equilibrium geometry.

Properties
**LUMO (spin up / spin down)**: -0.3073 / -0.3406 Eh
**Spin multiplicity**: 8
**Charge**: +2
**HOMO-LUMO gap (spin up / spin down)**: 8.43 / 7.80 eV
**E_HOMO (spin up / spin down)**: -16.794 / -17.065 eV
**Expectation value of S²**: 15.792

Element x y z (Å)
O1 2.711 -1.471 0.798
O2 0.282 -1.220 1.968
C1 -0.487 -1.317 3.045
C2 1.140 -0.053 1.819
O3 -0.347 -0.531 3.990
C3 2.209 -0.216 1.019
Gd1 -2.151 -3.326 3.153
H1 2.597 0.571 0.369
H2 1.963 -1.870 0.222
Li1 1.195 0.617 3.829

Atoms 1-2, force components in eV/Å:
-1.959 0.259 -1.329
1.296 1.455 -1.308

These are the Löwdin partial charges, in e, on atoms 1 to 5: 0.04 -0.11 -0.62 0.00 -0.12

What is the formula in the third record? C3H2GdLiO3

Repeat the first record exactly.
ORCA calculation (ωB97M-V with the def2-TZVPD basis set) on a structure of composition C3H2FO2Zn in a non-equilibrium geometry.

Properties
**LUMO (spin up / spin down)**: -0.5037 / -0.5034 Eh
**Spin multiplicity**: 2
**Charge**: +2
**HOMO-LUMO gap (spin up / spin down)**: 3.83 / 4.41 eV
**E_HOMO (spin up / spin down)**: -17.533 / -18.112 eV
**Expectation value of S²**: 0.756

Element x y z (Å)
H1 -1.110 1.805 2.101
F1 1.772 -0.727 -0.903
O1 -0.283 -1.144 -1.475
O2 -0.809 2.095 1.218
C1 0.484 -0.660 -0.643
C2 0.102 -0.080 0.611
C3 -0.168 1.245 0.533
H2 0.346 -0.593 1.544
Zn1 -0.333 -1.939 -2.986

Atoms 1-2, force components in eV/Å:
-0.175 0.014 0.136
-1.158 -0.429 -0.290

These are the natural (NBO) partial charges, in e, on atoms 1 to 5: 0.54 -0.23 -0.87 -0.58 1.03